1.
ORCA calculation (ωB97M-V/def2-TZVPD) on a cluster of 4 separate species, C4H15NO3 in total.

Largest force on an atom = 2.688 eV Å⁻¹
Total charge = 0
Orbital gap = 8.4 eV
Structure (SMILES) = C/C=C/NC.O.O.O
ΔE to the lowest compared entry with this formula, charge and spin = 42.5 kcal per mole
Highest occupied orbital energy = -7.725 eV

The geometry in XYZ format:
```
23
Properties=species:S:1:pos:R:3:lowdin_charge:R:1
C 0.3875 1.3615 2.8593 -0.112
C -0.4565 1.3784 1.5327 -0.147
C -0.0601 0.7765 0.4101 -0.174
N -0.6909 1.1525 -0.8411 -0.168
C -0.0499 1.5618 -2.1288 -0.091
H 1.4253 0.9039 2.7900 0.081
H 0.4614 2.4172 3.2080 0.065
H -0.0551 0.6994 3.6372 0.057
H -1.3652 1.9853 1.4786 0.091
H 0.6081 -0.1049 0.2817 0.097
H -1.6666 1.4692 -0.7570 0.109
H 0.3224 2.6030 -1.9836 0.076
H 0.8076 0.8688 -2.3222 0.075
H -0.8167 1.3673 -2.9220 0.084
H -0.5290 -2.8401 -0.0881 0.070
H 0.5285 -3.9739 -0.6427 0.068
O 0.4173 -3.2619 0.0424 -0.126
H -2.8360 -1.6200 -1.0547 0.084
H -1.5530 -0.7223 -0.7053 -0.021
O -1.8538 -1.6090 -0.8740 -0.074
H 1.6982 -1.9634 -0.5751 -0.032
H 3.1217 -1.3053 -0.6631 0.061
O 2.1546 -1.1441 -0.6825 -0.073
```

***

2.
ORCA calculation (ωB97M-V/def2-TZVPD) on a cluster of 4 separate species, C4H15NO3 in total.

Largest force on an atom = 4.940 eV Å⁻¹
Total charge = 0
Orbital gap = 7.9 eV
Structure (SMILES) = C=C(N)CC.O.O.O
ΔE to the lowest compared entry with this formula, charge and spin = 50.0 kcal per mole
Highest occupied orbital energy = -7.511 eV

The geometry in XYZ format:
```
23
Properties=species:S:1:pos:R:3:lowdin_charge:R:1
C -0.5399 0.7906 -2.9106 -0.096
C -0.8288 -0.4981 -2.1341 -0.183
C 0.3835 -1.4474 -2.1932 -0.417
C 0.4936 -2.4311 -3.1072 0.038
N 1.2628 -1.2446 -1.2040 0.142
H -1.0590 1.6822 -2.5927 0.056
H 0.4793 0.9522 -3.1236 0.049
H -1.0218 0.6239 -3.9585 0.100
H -0.9854 -0.2486 -1.1520 0.059
H -1.6353 -1.0540 -2.6008 0.106
H -0.1207 -2.6132 -3.9014 0.020
H 1.3493 -2.9222 -3.1669 -0.005
H 1.1895 -0.5403 -0.5344 0.073
H 2.1184 -1.5818 -1.2911 0.044
H -0.5140 0.9750 2.3547 0.057
H 0.3404 -0.1144 2.0548 -0.020
O -0.2278 0.4360 1.5925 -0.029
H 4.2092 -0.5121 3.0405 0.101
H 2.7974 0.0014 3.7261 0.018
O 3.2248 -0.7434 3.2890 -0.113
H -4.2303 3.3100 4.7740 0.028
H -4.1892 4.4062 3.7819 0.055
O -3.5743 3.7904 4.2545 -0.082
```

***

3.
ORCA calculation (ωB97M-V/def2-TZVPD) on a structure of composition C4H15NO3.

Largest force on an atom = 4.760 eV Å⁻¹
Total charge = +1
Orbital gap (spin up / spin down) = 3.4 / 3.1 eV
Multiplicity = 2
ΔE to the lowest compared entry with this formula, charge and spin = 168.2 kcal per mole
Highest occupied orbital energy (spin up / spin down) = -11.564 / -11.328 eV

The geometry in XYZ format:
```
23
Properties=species:S:1:pos:R:3:lowdin_spin:R:1
C 2.6760 1.2015 0.6173 0.102
N 3.9383 0.5475 0.9565 0.739
C -4.0518 -0.5946 1.2650 -0.001
C -3.3968 -0.0455 -1.1624 0.001
C -3.6392 0.2212 0.2003 0.000
H 2.5568 2.1724 0.9586 0.000
H 2.6181 1.4392 -0.4004 0.032
H 1.8885 0.5826 0.7402 0.030
H 3.8830 -0.4382 0.6807 0.011
H -4.1426 -0.0656 2.2309 0.000
H -4.7885 -1.4829 1.0897 0.000
H -3.2335 0.8637 -1.7489 0.000
H -4.0783 -0.8073 -1.5453 0.000
H -3.3503 1.4164 0.3551 0.000
H -1.3677 0.2770 -0.3698 0.000
H 4.3968 0.7387 1.8620 0.019
O -0.5025 0.5331 0.0157 0.002
H 1.4449 -1.0214 -2.3754 0.000
H 0.1585 0.3078 -0.6891 0.000
O 1.2959 -0.5013 -1.5890 0.012
H 2.8388 -2.6198 -0.2978 0.000
H 2.0600 -1.0493 -0.8143 0.001
O 2.7956 -1.6750 0.0206 0.052
```

***

4.
ORCA calculation (ωB97M-V/def2-TZVPD) on a cluster of 4 separate species, C4H15NO4S2 in total.

Largest force on an atom = 1.918 eV Å⁻¹
Total charge = 0
Orbital gap = 9.1 eV
Structure (SMILES) = CN[C@H](C=O)CSS.O.O.O
ΔE to the lowest compared entry with this formula, charge and spin = 24.5 kcal per mole
Highest occupied orbital energy = -8.911 eV

The geometry in XYZ format:
```
26
Properties=species:S:1:pos:R:3:lowdin_charge:R:1
S -1.9931 1.6923 -1.9172 0.354
S -2.5152 1.0524 -0.0477 0.465
C -1.1256 1.5444 0.9873 -0.537
C 0.1618 0.7476 0.9142 -0.381
C 1.1457 1.4527 1.8210 -0.210
O 0.9376 2.5770 2.2026 0.062
N -0.0827 -0.7113 1.1887 -0.073
C 1.1503 -1.5044 0.9699 -0.109
H -1.3989 0.5461 -2.3330 -0.200
H -1.5238 1.5993 1.9991 0.083
H -0.8232 2.5520 0.7027 0.074
H 0.5613 0.8354 -0.1257 0.112
H 2.0998 0.9327 2.0392 0.121
H -0.3944 -0.8008 2.1596 0.122
H 2.0964 -1.1588 1.3667 0.062
H 1.0256 -2.5428 1.2711 0.083
H 1.2981 -1.6560 -0.0966 0.068
H 0.5920 -1.6151 -2.6939 0.046
H -0.6437 -2.1662 -2.1605 -0.011
O -0.3516 -1.7360 -2.9666 -0.075
H -1.6171 -1.4295 -0.0323 -0.038
H -2.6636 -2.5237 0.1890 0.041
O -2.0157 -2.2179 -0.4575 -0.107
H 1.8519 2.1625 -2.0600 0.057
H 2.5173 1.0933 -1.2086 0.051
O 1.7109 1.2750 -1.7114 -0.063
```

***

5.
ORCA calculation (ωB97M-V/def2-TZVPD) on a structure of composition C4H16AsBrN2OP3.

Largest force on an atom = 1.781 eV Å⁻¹
Total charge = -1
Orbital gap = 7.0 eV
ΔE to the lowest compared entry with this formula, charge and spin = 11.2 kcal per mole
Highest occupied orbital energy = -3.839 eV

The geometry in XYZ format:
```
28
Properties=species:S:1:pos:R:3:lowdin_charge:R:1
C -1.6125 1.9555 1.7945 -0.407
P -1.0699 0.1936 1.6927 0.610
C -2.4959 -0.7895 1.0910 -0.397
As 0.5701 -0.0911 -0.0031 0.320
C 2.0558 -0.4324 -1.4344 -0.433
C 1.7611 -1.4197 -2.4816 -0.890
O 2.4479 -2.3696 -2.7517 -0.021
Br 0.1180 -1.1859 -3.5252 0.629
P 1.6082 -1.8098 1.3257 0.454
N 3.0669 -1.4652 1.8843 -0.420
P -0.4629 1.5897 -1.3886 0.454
N -2.0314 1.3843 -1.6220 -0.389
H -2.0097 2.1158 2.7805 -0.002
H -0.7736 2.6200 1.6883 -0.002
H -2.3675 2.2343 1.0735 0.001
H -3.4217 -0.4854 1.5497 0.016
H -2.5967 -0.7693 0.0177 -0.009
H -2.3063 -1.8064 1.3835 0.002
H 1.5137 1.0057 0.6495 -0.045
H -0.3471 -1.1979 -0.6794 -0.062
H 2.9386 -0.7830 -0.9287 0.041
H 2.3027 0.5120 -1.8859 0.049
H 0.7486 -2.1138 2.4020 -0.089
H 1.5494 -2.9819 0.5229 -0.059
H 3.3032 -0.5316 1.5612 -0.106
H -0.1530 2.8470 -0.8036 -0.060
H 0.2116 1.6004 -2.6438 -0.096
H -2.5477 2.1741 -1.2691 -0.088
```

***

6.
ORCA calculation (ωB97M-V/def2-TZVPD) on a cluster of 5 separate species, C4H16ClO4 in total.

Largest force on an atom = 2.505 eV Å⁻¹
Total charge = -1
Orbital gap = 6.7 eV
ΔE to the lowest compared entry with this formula, charge and spin = 48.9 kcal per mole
Highest occupied orbital energy = -3.840 eV

The geometry in XYZ format:
```
25
Properties=species:S:1:pos:R:3:lowdin_charge:R:1
Cl -14.6795 -5.7078 -19.5767 -0.991
C -8.2800 -7.8426 -19.5858 -0.180
O -9.2859 -7.4968 -18.6586 -0.122
H -8.7620 -8.4288 -20.3682 0.076
H -7.8362 -6.9260 -19.9744 0.071
H -7.5017 -8.4255 -19.0935 0.073
H -9.9974 -7.1569 -19.2060 0.080
C -20.1203 -1.8230 -20.6322 -0.180
O -20.2986 -3.2177 -20.5753 -0.122
H -21.0700 -1.3118 -20.7896 0.072
H -19.6983 -1.4132 -19.7146 0.074
H -19.4507 -1.5638 -21.4523 0.070
H -19.6049 -3.7200 -20.1418 0.084
C -17.8813 -8.1307 -24.6958 -0.214
O -17.1065 -8.8527 -23.8188 -0.100
H -17.3142 -7.4099 -25.2848 0.071
H -18.4591 -8.7261 -25.4027 0.074
H -18.6111 -7.5302 -24.1528 0.075
H -16.8063 -8.2930 -23.0989 0.092
C -14.4405 -0.5254 -23.5179 -0.121
O -14.4344 -0.6248 -22.0324 -0.151
H -13.7757 -1.2429 -23.9990 0.073
H -15.5034 -0.5996 -23.7478 0.065
H -14.2350 0.5053 -23.8066 0.064
H -14.5646 -1.5417 -21.7794 0.067
```